Molecular formula: C38H39BClFN4O3
Method: DFT, the ωB97M-V functional and the def2-TZVPD basis

HOMO energy in eV: -9.096
SMILES: CN(C)B(O)[C@](Cl)(C#N)[C@H](C#N)C(=O)NC(=O)F.c1ccccc1.c1ccccc1.c1ccccc1.c1ccccc1.c1ccccc1
Multiplicity: 1
M in g mol⁻¹: 665.02

Geometry as XYZ:
```
87
Properties=species:S:1:pos:R:3:forces:R:3
C -2.2302 -0.5878 -2.4689 -0.514 0.645 -0.713
N -2.5640 -2.0343 -2.6078 0.968 -0.179 0.933
C -3.4725 -2.4716 -1.5205 -0.805 0.223 0.306
B -1.3819 -2.8744 -2.7176 -0.149 0.043 1.589
O -0.7741 -3.4018 -1.5480 -1.128 -0.368 -1.422
C -0.6922 -3.3156 -4.1263 -0.747 -0.612 -1.126
Cl -2.0402 -3.2909 -5.3843 0.515 -0.046 0.241
C -0.2210 -4.7652 -4.0900 -1.099 4.631 0.206
N 0.3623 -5.7058 -3.8755 1.066 -2.702 0.350
C 0.4096 -2.3295 -4.6704 1.989 -1.843 -0.955
C 1.2807 -3.1148 -5.6696 -2.880 2.735 2.793
N 1.7923 -3.7256 -6.4615 1.644 -1.670 -2.154
C 1.3695 -1.7720 -3.5820 0.971 -0.698 0.304
O 1.0907 -0.8337 -2.9128 -1.154 1.138 -0.030
N 2.6876 -2.3469 -3.3714 -0.612 -0.562 -0.890
C 2.6435 -3.5328 -2.5452 0.843 -0.098 -2.051
O 2.3056 -3.5195 -1.4404 -0.540 -0.356 2.244
F 3.0742 -4.6503 -3.1576 -0.349 1.027 -0.007
H -1.2571 -0.4050 -1.9612 -0.602 -0.060 -0.343
H -2.2523 -0.1017 -3.4746 0.312 -0.281 0.701
H -3.0325 -0.0824 -1.8832 0.561 -0.450 -0.405
H -3.2703 -3.4917 -1.1342 -0.057 0.523 -0.458
H -4.5137 -2.4455 -1.9249 0.691 -0.103 0.387
H -3.4534 -1.7964 -0.6303 0.174 -0.456 -0.649
H -1.1343 -4.2965 -1.4109 0.697 0.157 0.294
H -0.0710 -1.5026 -5.2280 0.242 -0.333 0.657
H 3.2174 -1.6373 -2.8604 -0.290 -0.253 0.040
C -6.1312 0.8711 -3.0251 0.065 0.050 -0.002
C -6.8868 -0.2895 -2.9418 -0.009 -0.089 0.000
C -7.7683 -0.4719 -1.8840 0.005 0.042 0.025
C -7.9005 0.5144 -0.9140 0.032 -0.002 -0.027
C -7.1462 1.6784 -0.9996 0.007 -0.024 0.003
C -6.2576 1.8554 -2.0530 -0.020 -0.027 0.019
H -5.4416 1.0089 -3.8498 -0.027 0.000 0.021
H -6.7874 -1.0546 -3.7030 -0.003 0.023 0.028
H -8.3529 -1.3815 -1.8156 0.008 0.036 -0.011
H -8.5914 0.3754 -0.0912 0.025 0.008 -0.026
H -7.2504 2.4478 -0.2438 0.006 -0.031 -0.026
H -5.6650 2.7602 -2.1168 -0.031 -0.020 -0.003
C 4.2197 0.9411 -0.7459 -0.074 0.071 0.042
C 2.8338 0.8746 -0.8284 0.077 -0.112 -0.011
C 2.0541 1.8209 -0.1756 0.047 0.033 0.010
C 2.6596 2.8384 0.5513 -0.022 -0.022 -0.032
C 4.0450 2.9062 0.6302 0.002 -0.007 0.008
C 4.8253 1.9555 -0.0147 0.010 -0.012 -0.027
H 4.8299 0.2013 -1.2521 0.011 0.028 0.033
H 2.3596 0.0851 -1.4009 0.043 0.178 0.176
H 0.9733 1.7657 -0.2342 0.030 -0.005 -0.015
H 2.0512 3.5790 1.0563 0.051 -0.004 -0.011
H 4.5166 3.7009 1.1960 -0.022 -0.033 -0.013
H 5.9055 2.0055 0.0515 -0.034 0.006 -0.004
C -0.0556 6.4746 3.6286 0.001 -0.004 0.002
C 0.4178 6.4793 4.9343 -0.001 -0.028 -0.020
C 0.9023 5.3077 5.5032 0.025 -0.003 -0.032
C 0.9220 4.1330 4.7619 -0.005 0.017 0.009
C 0.4515 4.1292 3.4548 -0.030 0.001 -0.001
C -0.0411 5.2985 2.8892 0.023 -0.003 0.022
H -0.4363 7.3876 3.1866 0.014 -0.031 0.016
H 0.4086 7.3976 5.5102 0.007 -0.025 -0.026
H 1.2655 5.3101 6.5241 -0.014 -0.002 -0.031
H 1.3042 3.2203 5.2034 -0.012 0.029 -0.018
H 0.4683 3.2128 2.8764 -0.011 0.018 0.043
H -0.4128 5.2938 1.8713 0.013 0.004 0.028
C -1.5808 5.8590 8.0956 -0.015 0.025 0.048
C -1.8538 6.5275 9.2824 -0.017 -0.024 0.005
C -2.4109 5.8416 10.3542 0.013 -0.020 -0.011
C -2.6863 4.4844 10.2420 0.009 0.020 -0.018
C -2.4098 3.8155 9.0562 -0.004 0.018 0.007
C -1.8610 4.5035 7.9814 0.009 -0.015 0.005
H -1.1498 6.3941 7.2588 -0.035 -0.035 0.016
H -1.6327 7.5847 9.3719 -0.019 -0.035 -0.005
H -2.6299 6.3642 11.2777 0.016 -0.019 -0.026
H -3.1164 3.9481 11.0794 0.012 0.017 -0.029
H -2.6232 2.7566 8.9694 0.001 0.040 0.000
H -1.6501 3.9834 7.0541 0.014 0.033 0.018
C 6.4410 -6.7365 -5.7012 0.015 -0.018 0.033
C 5.4024 -6.2720 -4.9039 -0.011 0.026 -0.009
C 5.2454 -6.7603 -3.6130 0.097 -0.071 0.014
C 6.1330 -7.7069 -3.1159 0.016 0.017 -0.058
C 7.1736 -8.1687 -3.9120 -0.003 -0.007 0.008
C 7.3254 -7.6868 -5.2060 -0.020 0.024 0.011
H 6.5612 -6.3580 -6.7093 -0.012 -0.013 0.033
H 4.7137 -5.5291 -5.2894 -0.001 -0.045 0.008
H 4.4335 -6.4043 -2.9951 0.049 -0.074 -0.011
H 6.0132 -8.0844 -2.1073 0.000 0.006 -0.035
H 7.8667 -8.9058 -3.5236 -0.028 0.021 -0.019
H 8.1339 -8.0511 -5.8287 -0.021 0.013 0.022
```
Positions in Å, forces in eV/Å.

Molecular formula: C38H39BiN8O5PS2
Method: DFT, the ωB97M-V functional and the def2-TZVPD basis

HOMO energy (spin up / spin down) in eV: 0.043 / -2.526
Net charge: -2
Energy above the lowest of the compared OMol25 structures with the same formula, charge and spin in eV: 0.251
Multiplicity: 2
M in g mol⁻¹: 991.87

Geometry as XYZ:
```
94
Properties=species:S:1:pos:R:3:forces:R:3
Bi 0.5719 -0.0294 0.1712 1.292 0.474 0.938
C 3.4899 -0.7211 1.5969 -0.096 0.118 -0.089
N 2.7865 -0.1490 0.4784 -0.723 -0.346 0.066
C 3.4960 0.5593 -0.4367 0.493 0.116 -0.194
C 2.8012 1.2732 -1.4267 -0.064 0.229 -0.167
C 3.2002 2.1090 -2.4838 0.107 -0.123 0.103
C 2.0210 2.5835 -3.0931 -0.176 -0.035 0.081
C 0.9535 2.0319 -2.4039 -0.122 0.191 -0.261
N 1.4226 1.2356 -1.3994 0.030 0.126 0.100
C 4.3306 -1.9442 1.2750 0.071 0.105 -0.017
C 5.4007 -2.2881 2.0956 -0.015 -0.053 0.024
C 6.1577 -3.4233 1.8410 0.016 0.029 0.036
C 5.8460 -4.2363 0.7605 0.047 -0.036 -0.007
C 4.7843 -3.8962 -0.0666 0.030 -0.012 -0.070
C 4.0420 -2.7516 0.1814 0.006 -0.023 0.083
H 2.7583 -1.0091 2.3538 0.005 -0.038 0.065
H 4.1373 0.0365 2.0633 0.007 -0.015 0.006
H 4.5802 0.5976 -0.3805 -0.057 -0.059 0.041
H 4.2189 2.3350 -2.7611 -0.001 0.004 0.014
H 1.9538 3.2600 -3.9337 -0.035 -0.018 -0.010
H -0.1051 2.1699 -2.5700 0.055 -0.021 0.003
H 5.6383 -1.6640 2.9514 0.000 0.038 -0.029
H 6.9977 -3.6669 2.4825 -0.033 -0.026 0.014
H 6.4312 -5.1277 0.5650 -0.013 0.006 -0.018
H 4.5328 -4.5205 -0.9159 -0.024 0.003 0.019
H 3.2212 -2.4768 -0.4637 -0.052 0.033 -0.061
C 1.2556 -5.3478 4.0130 -0.252 0.117 -0.066
C 0.0002 -5.5590 3.1818 0.008 0.003 -0.058
O -0.9239 -4.4686 3.3195 0.168 0.125 0.096
P -1.0391 -3.3024 2.2069 0.010 -0.353 -0.292
S -2.2773 -1.9341 2.8572 0.208 0.075 -0.053
S 0.7859 -2.8128 1.5346 -0.217 -0.191 0.386
O -1.7353 -4.1962 1.0250 0.007 0.176 0.264
C -2.1350 -3.5156 -0.1587 -0.046 0.027 -0.185
C -2.7767 -4.5141 -1.1005 0.116 0.017 0.172
H 1.9120 -6.2155 3.9145 -0.005 -0.004 0.027
H 0.9898 -5.2103 5.0634 0.037 -0.031 0.000
H 1.7838 -4.4640 3.6643 0.066 0.038 -0.017
H -0.5375 -6.4391 3.5423 -0.036 -0.014 -0.096
H 0.2483 -5.7082 2.1286 0.008 0.012 0.023
H -1.2626 -3.0472 -0.6288 -0.027 -0.052 0.068
H -2.8375 -2.7174 0.1051 0.018 -0.017 0.028
H -2.0829 -5.3276 -1.3160 -0.037 0.037 -0.047
H -3.0371 -4.0107 -2.0341 -0.038 -0.044 -0.031
H -3.6807 -4.9259 -0.6491 -0.037 -0.007 -0.036
C -0.9348 5.3904 -5.5837 -0.045 -0.076 0.043
C -2.0653 5.1120 -4.6293 -0.042 0.017 -0.035
C -1.8223 4.8474 -3.2856 0.073 0.039 -0.102
C -2.8509 4.5826 -2.3991 -0.187 -0.019 0.092
C -4.1723 4.5463 -2.8448 0.334 0.103 -0.147
N -5.2761 4.3020 -2.0048 -0.056 -0.173 -0.103
C -5.3218 3.9024 -0.6805 -0.091 0.219 -0.008
O -6.1836 4.3406 0.0619 0.005 -0.070 0.017
N -4.3792 3.0083 -0.2514 0.204 -0.107 0.153
C -3.6710 2.0333 -0.9774 -0.216 -0.140 -0.469
C -4.1338 1.4697 -2.1672 0.204 -0.044 0.350
C -3.3487 0.5138 -2.7928 -0.212 0.081 -0.135
C -2.1397 0.1488 -2.2341 0.214 0.005 0.196
N -1.7095 0.6792 -1.0897 -0.429 -0.021 -0.388
C -2.4570 1.5847 -0.4768 0.303 0.144 0.192
C -4.4241 4.8169 -4.1891 -0.122 -0.107 0.122
C -3.3872 5.0988 -5.0616 0.101 0.024 0.018
H -0.1014 5.8678 -5.0693 0.018 -0.006 -0.022
H -1.2609 6.0390 -6.3976 0.017 0.009 -0.011
H -0.5628 4.4615 -6.0219 0.032 0.015 0.002
H -0.8028 4.8537 -2.9164 -0.003 -0.029 0.033
H -2.6169 4.4144 -1.3586 0.014 0.001 0.032
H -6.1297 4.7579 -2.2794 -0.030 0.099 0.100
H -4.2725 2.9721 0.7512 -0.144 0.023 0.019
H -5.0883 1.7589 -2.5811 -0.028 0.059 -0.024
H -3.6821 0.0562 -3.7147 0.020 -0.007 -0.003
H -1.4747 -0.5766 -2.6885 -0.034 -0.005 -0.051
H -2.0490 1.9951 0.4471 -0.043 0.028 -0.007
H -5.4482 4.8055 -4.5477 0.010 -0.014 -0.012
H -3.6104 5.3107 -6.1015 -0.018 0.001 0.000
O -0.2436 3.5168 2.6998 -0.171 -0.136 0.025
C 0.4022 2.4661 2.6066 0.275 0.560 -0.272
O 0.8773 1.9925 1.5140 -0.533 -0.427 0.525
C 0.7433 1.7645 3.9207 0.000 -0.060 -0.129
C 0.8152 0.3829 4.0308 0.003 0.088 -0.124
C 1.1269 -0.2274 5.2352 0.004 -0.047 0.059
C 1.3728 0.5485 6.3574 -0.005 -0.027 0.045
C 1.2880 1.9324 6.2664 0.011 -0.002 0.037
C 0.9691 2.5339 5.0587 0.009 0.093 0.014
H 0.5942 -0.2352 3.1769 0.001 -0.192 -0.184
H 1.1687 -1.3093 5.2879 -0.034 0.020 -0.005
H 1.6152 0.0788 7.3039 0.008 -0.003 -0.004
H 1.4609 2.5403 7.1481 0.023 0.021 -0.032
H 0.8878 3.6110 4.9818 -0.036 -0.025 -0.038
N 0.7778 -1.5538 -1.5671 -0.114 -0.717 -0.578
C 0.9639 -2.6898 -1.8083 -0.483 0.313 0.172
N 1.2480 -3.8609 -2.1713 0.778 -0.104 -0.403
C 0.6992 -5.0336 -2.0655 -0.337 -0.084 0.225
N 0.2911 -6.1217 -2.0419 0.053 0.098 -0.039
```
Positions in Å, forces in eV/Å.

multiplicity of number 2 (C38H39BiN8O5PS2)?
2

Among the records above, which one has the highest M?
C38H39BiN8O5PS2